{"formula": "C7H18O3", "method": "wB97M-V/def2-TZVPD", "spin_multiplicity": 1, "smiles": "C/C=C/CCCCO.O.O", "total_energy_ev": -13692.338, "e_lumo_ha": 0.025, "relative_energy_kj_mol": 64.05, "largest_force_ev_per_a": 2.14, "gap_ev": 9.44, "symbols": ["H", "H", "H", "H", "H", "C", "C", "H", "H", "H", "H", "O", "H", "O", "H", "O", "C", "H", "C", "C", "H", "H", "H", "C", "H", "H", "H", "C"], "xyz": [[-1.181280, 0.091082, -2.823042], [-0.058972, 0.673118, -1.684667], [-0.148703, 0.738229, 2.656579], [-0.613596, 3.035365, 0.910340], [1.876826, 0.628117, 2.231616], [-1.450543, -0.804495, -0.885645], [2.401254, 0.932769, 1.327821], [-2.533721, -0.967351, -0.971680], [-0.374017, 1.776809, 0.239845], [3.462985, 0.828074, 1.557931], [-1.525431, -0.581404, 0.189272], [-0.262491, 2.156080, 1.126002], [1.433909, -1.744641, -1.792269], [-1.978943, 1.474428, -1.508396], [2.166983, 1.975460, 1.145331], [-0.398468, -0.191040, 2.752501], [0.900490, -1.952020, -0.867564], [0.587307, -1.206258, 1.167297], [1.942875, 0.069495, 0.182669], [1.101130, -0.954050, 0.242419], [1.140263, -2.901368, -0.420962], [-2.461942, 1.744083, -2.297599], [-0.812710, -2.277008, -2.269049], [-0.629980, -2.035963, -1.225872], [-0.933378, -0.219700, 3.558202], [-1.029698, -2.879114, -0.662554], [2.430683, 0.320005, -0.760386], [-1.116061, 0.370874, -1.758526]], "forces_ev_per_angstrom": [[-0.3, -0.2, 0.2], [-0.2, 0.1, 0.5], [-0.2, 0.0, -0.3], [0.1, -0.1, 0.7], [0.0, 0.1, 0.1], [-1.3, 0.1, 0.6], [-0.5, -0.4, 0.3], [0.1, -0.4, -0.9], [0.1, -0.6, 0.3], [0.1, 0.0, -0.4], [1.2, 0.3, -0.1], [-0.5, 0.9, -0.9], [0.5, 0.0, 0.3], [-0.1, 0.4, 0.3], [0.1, 0.2, 0.0], [-0.3, 0.0, 0.7], [-1.9, 1.0, -0.1], [0.2, 0.2, -0.1], [0.7, 0.3, 0.1], [0.8, -0.3, -0.2], [0.6, -0.6, -0.3], [0.3, -0.2, 0.1], [0.3, -0.1, -0.3], [0.0, -0.3, 0.7], [0.1, 0.0, -0.2], [-0.2, 0.0, 0.0], [-0.1, -0.3, -0.1], [0.4, 0.2, -1.1]], "nbo_charge": [0.16, 0.17, 0.50, 0.47, 0.21, -0.45, -0.64, 0.21, 0.49, 0.21, 0.24, -0.96, 0.20, -0.75, 0.22, -0.96, -0.44, 0.23, -0.20, -0.20, 0.22, 0.48, 0.20, -0.39, 0.47, 0.21, 0.18, -0.07]}